Computed, not measured: a cluster of 2 separate species, C2H6FP in total, with ωB97M-V/def2-TZVPD.

Output
Molar mass ... 80.0 g/mol
Lowest unoccupied orbital energy ... 0.150 eV
SMILES ... C=PC.F
Gap between HOMO and LUMO ... 0.3594 hartree
E ... -520.962559 a.u.
HOMO level ... -9.63 eV
Energy relative to the best compared isomer or geometry (same formula, charge and spin) ... 1.610 eV

Each line ends with the natural charge from an NBO analysis.
Positions of all 10 atoms, in Å:
C (0.71, -1.23, -0.49)  -0.86
C (0.24, 0.36, 1.73)  -0.95
F (-2.27, 1.57, -3.30)  -0.56
P (0.35, 0.36, -0.14)  0.66
H (-1.45, 1.38, -2.91)  0.56
H (0.62, -1.48, -1.56)  0.22
H (1.16, -2.04, 0.25)  0.23
H (0.95, 1.05, 2.23)  0.23
H (0.46, -0.60, 2.12)  0.22
H (-0.76, 0.64, 2.07)  0.24